No. 1
{"formula": "C25H60F3Na2O15S", "method": "wB97M-V/def2-TZVPD", "species": ["Na", "Na", "C", "F", "F", "F", "S", "O", "O", "O", "C", "O", "C", "C", "O", "C", "H", "H", "H", "H", "H", "H", "H", "H", "H", "H", "C", "O", "C", "C", "O", "C", "H", "H", "H", "H", "H", "H", "H", "H", "H", "H", "C", "O", "C", "C", "O", "C", "H", "H", "H", "H", "H", "H", "H", "H", "H", "H", "C", "O", "C", "C", "O", "C", "H", "H", "H", "H", "H", "H", "H", "H", "H", "H", "C", "O", "C", "C", "O", "C", "H", "H", "H", "H", "H", "H", "H", "H", "H", "H", "C", "O", "C", "C", "O", "C", "H", "H", "H", "H", "H", "H", "H", "H", "H", "H"], "xyz": [[8.837, 5.309, 16.738], [2.497, 3.407, 11.847], [8.508, -1.515, 12.750], [8.989, -2.429, 13.528], [9.610, -1.060, 12.099], [7.589, -1.940, 11.884], [7.686, -0.025, 13.902], [8.770, 0.894, 14.257], [6.692, 0.579, 13.021], [7.139, -0.740, 15.080], [15.523, -3.678, 14.772], [15.898, -3.634, 16.128], [15.367, -2.560, 16.906], [15.714, -1.131, 16.359], [17.018, -0.868, 15.818], [17.941, -0.409, 16.815], [14.467, -3.939, 14.831], [16.162, -4.427, 14.304], [15.711, -2.744, 14.242], [15.670, -2.517, 17.953], [14.287, -2.691, 16.969], [15.502, -0.416, 17.153], [14.915, -0.952, 15.639], [18.937, -0.393, 16.371], [18.075, -1.152, 17.601], [17.700, 0.590, 17.179], [13.103, 5.573, 17.521], [12.297, 5.524, 18.652], [12.793, 6.278, 19.732], [11.828, 6.125, 20.936], [10.542, 6.138, 20.466], [9.513, 5.944, 21.456], [12.789, 4.928, 16.700], [14.132, 5.307, 17.763], [13.098, 6.553, 17.043], [12.788, 7.302, 19.357], [13.832, 6.191, 20.050], [11.880, 6.983, 21.606], [12.203, 5.277, 21.510], [9.845, 5.306, 22.275], [8.576, 5.611, 21.009], [9.243, 6.815, 22.053], [7.416, -0.445, 21.135], [8.649, -0.484, 21.774], [9.697, -1.225, 21.275], [9.341, -2.715, 21.280], [10.413, -3.621, 21.449], [10.007, -4.956, 21.044], [6.776, 0.101, 21.828], [6.982, -1.413, 20.884], [7.498, 0.149, 20.225], [10.567, -1.056, 21.909], [9.883, -0.864, 20.263], [8.847, -2.819, 20.314], [8.626, -2.864, 22.089], [9.544, -5.059, 20.062], [9.366, -5.271, 21.867], [10.795, -5.703, 21.133], [9.863, -11.165, 15.987], [8.801, -10.876, 16.827], [7.542, -10.679, 16.207], [6.569, -10.401, 17.337], [6.735, -9.163, 17.964], [6.588, -8.081, 17.042], [10.782, -10.893, 16.506], [9.877, -10.475, 15.143], [9.735, -12.238, 15.842], [7.319, -11.671, 15.815], [7.439, -10.072, 15.308], [6.629, -11.143, 18.134], [5.538, -10.555, 17.017], [7.521, -7.909, 16.504], [6.378, -7.133, 17.538], [5.862, -8.246, 16.246], [20.723, 3.678, 7.797], [20.426, 3.921, 9.182], [20.777, 2.914, 10.132], [19.620, 1.826, 10.120], [18.228, 2.431, 10.165], [17.276, 1.528, 9.696], [20.325, 2.713, 7.485], [21.786, 3.566, 7.585], [20.494, 4.555, 7.192], [20.906, 3.488, 11.050], [21.737, 2.460, 9.887], [19.753, 1.054, 10.879], [19.740, 1.310, 9.168], [16.337, 2.009, 9.968], [17.352, 0.573, 10.216], [17.424, 1.406, 8.623], [-2.208, -3.945, 11.014], [-0.932, -4.401, 11.128], [-0.333, -4.191, 12.416], [0.514, -2.885, 12.587], [-0.180, -1.548, 12.379], [-0.660, -1.147, 13.707], [-2.524, -3.775, 9.985], [-2.243, -3.006, 11.566], [-2.965, -4.553, 11.510], [0.193, -5.101, 12.707], [-1.123, -4.221, 13.166], [1.273, -2.956, 11.808], [1.070, -2.964, 13.522], [-1.480, -1.816, 13.970], [-0.883, -0.080, 13.716], [0.045, -1.319, 14.520]], "forces_ev_per_a": [[0.33, -0.25, 0.17], [0.13, -0.28, -0.03], [-0.03, 3.63, 0.97], [-0.42, -1.85, 0.86], [-0.84, 0.29, -0.59], [0.52, -0.42, 0.17], [0.14, -0.96, 0.99], [-0.17, -0.56, -0.44], [-0.02, -0.22, -0.07], [0.59, 0.59, -1.77], [-0.19, 0.19, 0.71], [1.24, 0.66, 1.74], [0.75, 0.59, -0.76], [-0.76, -0.26, -0.14], [-0.68, -0.23, 0.70], [0.29, -0.88, -0.66], [-0.21, -0.11, -1.07], [-0.39, -0.21, 0.06], [-0.20, 0.19, 0.04], [0.71, -1.20, -0.10], [-0.39, 0.42, -0.26], [0.04, 0.05, 0.30], [0.62, 0.43, -0.75], [-0.15, 0.28, -0.41], [-0.48, 0.14, 0.43], [-0.19, -0.06, 0.18], [0.87, 0.32, -0.69], [-0.21, -1.34, 0.21], [-1.15, 1.85, 0.15], [1.85, 0.99, -0.14], [-2.71, -0.92, -0.18], [0.63, 0.27, 0.62], [-0.43, -0.55, 0.50], [0.16, 0.01, -0.08], [0.16, 0.56, 0.27], [-0.26, 0.59, 0.25], [0.17, -1.12, -0.17], [0.86, 0.27, 0.15], [-0.84, -0.68, 0.06], [0.03, -0.83, -0.44], [0.37, -0.32, -0.23], [0.27, 0.89, -0.52], [-0.06, 0.45, -0.29], [-0.19, 0.74, 1.90], [0.69, -0.84, -0.30], [-0.12, 0.19, -0.28], [0.26, -0.34, -1.47], [0.05, 0.17, 1.74], [-0.24, -0.20, -0.13], [0.01, -0.14, 0.14], [-0.10, 0.02, -0.41], [-0.01, 0.19, -0.01], [0.52, -0.21, -0.30], [-0.24, -0.85, -0.07], [-0.31, -0.05, 0.07], [-0.08, 0.46, 0.04], [-0.85, -0.26, -0.39], [0.67, 0.68, -0.28], [0.06, 0.26, 0.35], [-0.66, 2.20, 0.84], [-0.01, -2.26, 0.85], [-0.41, -0.38, 0.06], [-0.47, 1.21, -0.44], [0.79, 0.08, -0.12], [0.07, -0.55, 0.27], [-0.23, -0.58, -0.72], [0.92, -0.09, -1.12], [-0.71, -0.38, -0.20], [0.65, 0.87, 0.30], [0.70, -0.09, -0.08], [-0.31, 0.41, -0.61], [0.32, -0.07, 0.00], [-0.23, -0.34, 0.39], [-0.49, -0.27, 0.25], [0.80, -0.50, 0.92], [0.56, 0.41, -0.83], [-1.90, 0.20, -0.78], [-0.60, 1.47, -0.31], [3.61, -0.40, 0.68], [0.12, 0.31, 0.34], [-0.69, 0.30, -0.42], [0.57, -0.04, 0.58], [-0.90, -0.26, 0.24], [-0.30, -0.42, 0.24], [0.03, -0.33, -0.05], [-0.19, 0.19, 0.38], [-0.28, -0.04, -0.25], [-0.26, -0.32, -0.46], [-0.12, -0.28, -0.07], [-0.46, -0.27, -0.20], [-1.63, 1.57, 0.85], [2.66, -0.89, 0.32], [-1.35, 0.65, 0.24], [-0.45, -0.19, -1.88], [1.10, -1.96, 2.49], [0.18, -0.73, -0.85], [0.38, -0.14, -0.05], [-0.46, 0.56, -0.32], [-0.02, -0.64, -0.02], [0.83, 0.26, -0.46], [-0.44, 0.37, 0.14], [-0.05, 0.40, -0.17], [-0.33, 0.43, 0.29], [-0.58, 0.53, -0.02], [-0.45, -0.21, -0.28], [0.64, 0.04, -0.27]], "charge": 1, "homo_lumo_gap_ev": 4.63, "homo_energy_ha": -0.36238}

No. 2
{"formula": "C3H10NS", "method": "wB97M-V/def2-TZVPD", "species": ["C", "S", "H", "H", "H", "C", "C", "N", "H", "H", "H", "H", "H", "H", "H"], "xyz": [[1.889, -1.314, 1.529], [1.816, 0.037, 0.363], [2.456, -0.960, 2.386], [2.353, -2.245, 1.116], [0.936, -1.531, 2.046], [-2.691, 0.557, 0.079], [-1.542, 0.965, -0.845], [-0.970, -0.086, -1.720], [-3.667, 0.303, -0.386], [-2.936, 1.422, 0.649], [-2.362, -0.266, 0.786], [-0.758, 1.343, -0.211], [-1.886, 1.880, -1.489], [-1.800, -0.351, -2.285], [-0.546, -0.822, -0.959]], "forces_ev_per_a": [[0.06, -0.40, 0.94], [-0.01, 0.37, -0.67], [0.72, -0.30, 0.21], [-0.41, 0.50, 0.41], [-0.09, -0.30, -0.71], [0.18, -1.08, -0.27], [-0.62, 1.22, -1.14], [0.09, -0.69, 2.03], [0.47, -0.24, -0.14], [-0.32, 0.83, 1.03], [-0.38, 0.80, -0.68], [0.43, 0.05, 0.23], [0.49, -1.58, 0.87], [0.90, -0.97, 0.75], [-1.51, 1.80, -2.86]], "charge": -2, "homo_lumo_gap_ev": [2.39, 6.21], "multiplicity": 2, "homo_energy_ha": [0.15713, 0.01490], "s2": 0.751}

No. 3
{"formula": "C10H17NTi", "method": "wB97M-V/def2-TZVPD", "species": ["Ti", "C", "H", "H", "H", "H", "H", "C", "N", "C", "C", "C", "C", "C", "C", "C", "C", "H", "H", "H", "H", "H", "H", "H", "H", "H", "H", "H", "H"], "xyz": [[1.333, -0.299, 0.829], [1.192, 3.196, -2.393], [1.303, 2.279, -1.787], [0.152, 3.540, -2.380], [1.524, 2.995, -3.415], [1.800, 3.892, -1.858], [2.396, 0.529, 1.798], [1.602, -2.057, -1.460], [0.571, -1.238, -0.826], [-0.487, -0.936, -1.791], [-0.046, -1.881, 0.381], [-0.638, -0.739, 1.238], [-1.444, -1.047, 2.364], [-1.991, 0.022, 3.073], [-1.802, 1.355, 2.667], [-1.024, 1.670, 1.542], [-0.353, 0.627, 0.899], [1.186, -3.054, -1.688], [2.480, -2.148, -0.799], [1.908, -1.570, -2.400], [-1.040, -1.872, -1.962], [-1.177, -0.169, -1.431], [-0.027, -0.615, -2.737], [0.726, -2.425, 0.968], [-0.799, -2.634, 0.111], [-1.549, -2.100, 2.645], [-2.567, -0.178, 3.974], [-2.280, 2.151, 3.238], [-0.949, 2.705, 1.200]], "forces_ev_per_a": [[3.62, 1.67, 0.45], [-0.41, -1.00, 0.33], [-0.41, 0.13, -0.40], [0.25, -0.20, -0.03], [0.05, 0.25, 0.23], [0.50, 0.79, -0.12], [1.47, 0.76, 0.96], [-0.16, -0.38, -0.25], [-0.72, -1.26, -0.65], [-0.10, -0.13, -0.42], [-1.24, -0.17, -0.70], [-2.34, 0.15, 0.99], [0.39, 0.60, -0.34], [0.25, -0.72, 0.05], [0.12, 0.30, -0.73], [-0.90, -0.67, 1.02], [-0.95, -0.20, -0.61], [0.40, 0.10, -0.05], [-0.25, -0.13, -0.22], [-0.04, -0.21, 0.42], [-0.09, 0.22, -0.29], [0.30, -0.14, 0.08], [-0.21, 0.02, 0.35], [0.25, 0.09, -0.25], [0.24, 0.17, 0.10], [-0.37, 0.40, 0.13], [0.04, 0.04, -0.17], [0.10, -0.19, -0.11], [0.21, -0.29, 0.19]], "homo_lumo_gap_ev": [6.16, 8.29], "multiplicity": 3, "homo_energy_ha": [-0.21388, -0.29984], "s2": 2.009}

So what do the calculations give for E? Going down the list: -85412.0288, -15593.9729, -35245.2507 eV.
So what do the calculations give for relative energy (zero: lowest compared OMol25 entry of this formula, charge and spin)? Going down the list: 8.8805, 0.8894, 0.1628 eV.